DFT (the ωB97M-V functional and the def2-TZVPD basis) results for a structure of composition C34H37FN8O4SSr at a distorted geometry.

Calculated values
HOMO level: -4.443 eV
relative energy (zero: lowest compared OMol25 entry of this formula, charge and spin): 190.0 kJ/mol
F_max: 1.95 eV/A
orbital gap: 0.0853 hartree
spin multiplicity: 1
DFT total energy: -2585.605941 hartree

Cartesian coordinates (Å):
Sr  -1.1567  2.1584  -0.9125
C  -2.7866  4.2918  -2.7737
C  -2.2300  4.3710  -4.0656
C  -2.4185  3.1297  -4.7044
C  -3.1004  2.2834  -3.8212
C  -3.3271  2.9977  -2.6194
H  -2.8561  5.0872  -2.0416
H  -1.7483  5.2382  -4.5044
H  -2.0637  2.8665  -5.6915
H  -3.4201  1.2687  -4.0274
H  -3.9501  2.6743  -1.7919
C  1.1275  -4.2855  -4.2244
C  2.2712  -3.3778  -3.8043
N  1.8461  -2.3423  -2.8624
C  1.5056  -1.1173  -3.3454
C  1.0518  -0.0655  -2.6219
C  0.7712  1.2364  -3.4126
O  1.3096  1.3041  -4.5124
O  0.0350  2.0620  -2.8103
C  0.9477  -0.2109  -1.1925
O  0.5604  0.6499  -0.3992
C  1.3634  -1.5360  -0.6620
C  1.3024  -1.7309  0.7169
C  1.6212  -2.9507  1.2338
F  1.6099  -3.1497  2.5802
C  1.9759  -4.0260  0.4114
C  2.0529  -3.8360  -0.9482
C  1.7674  -2.5762  -1.5072
N  2.2864  -5.3183  0.9540
C  1.3370  -5.8830  1.8936
C  1.5900  -7.3704  2.0103
N  3.0087  -7.5567  2.5007
C  4.0031  -6.9132  1.5623
C  3.6507  -5.4470  1.4311
H  1.4690  -5.0137  -4.9607
H  0.3249  -3.7004  -4.6731
H  0.7109  -4.8274  -3.3740
H  2.6909  -2.8609  -4.6655
H  3.0895  -3.9413  -3.3548
H  1.6247  -0.9686  -4.4129
H  0.9992  -0.9038  1.3462
H  2.2995  -4.6858  -1.5683
H  0.3222  -5.7273  1.5293
H  1.3968  -5.4237  2.8912
H  1.5315  -7.8680  1.0443
H  0.9322  -7.8575  2.7275
H  3.2228  -8.5442  2.6366
H  3.0902  -7.1055  3.4158
H  3.8949  -7.4286  0.6097
H  4.9975  -7.0806  1.9710
H  4.3348  -4.9891  0.7186
H  3.7993  -4.9385  2.3999
O  -2.3659  3.3437  0.4865
C  -2.6877  3.2858  1.7181
C  -3.0956  4.4595  2.4195
C  -3.3859  4.4526  3.7583
C  -3.3200  3.2670  4.5047
C  -2.9749  2.1066  3.8490
C  -2.6628  2.0726  2.4827
C  -2.3610  0.7749  1.8628
N  -2.3054  0.4568  0.5753
C  -2.0962  -0.9024  0.5139
C  -2.0148  -1.4255  1.7622
N  -2.1738  -0.3519  2.6111
H  -3.1587  5.3652  1.8288
H  -3.6815  5.3758  4.2454
H  -3.5606  3.2563  5.5587
H  -2.9776  1.1871  4.4267
H  -2.0259  -1.4164  -0.4317
H  -1.8775  -2.4292  2.1238
H  -2.1444  -0.3775  3.6130
C  -0.8497  7.4633  2.6139
C  0.1857  6.3465  2.5589
C  0.2994  5.6763  1.2248
N  0.4721  4.4134  1.0885
N  0.5468  4.0086  -0.2271
C  0.4662  5.0070  -1.0661
N  0.5802  4.8898  -2.4107
S  0.2435  6.5377  -0.2857
H  -0.8642  7.9165  3.6054
H  -1.8480  7.0839  2.3979
H  -0.6294  8.2549  1.8946
H  -0.0597  5.5570  3.2704
H  1.1673  6.7420  2.8367
H  0.4057  3.9523  -2.7861
H  0.0860  5.5890  -2.9431